Record 1
ORCA calculation (ωB97M-V/def2-TZVPD) on a structure of composition C31H52AlO3P2S at a distorted geometry.

Frontier orbital gap (alpha / beta) (eV): 3.6 / 3.6
Net charge: +1
HOMO level (alpha / beta) (eV): -9.8 / -9.8
E_tot (hartree): -2761.0575

Geometry (Å):
Al (0.10549, -1.20964, -2.05811)
C (-2.85737, 1.70896, -0.54657)
C (-3.46134, 0.85536, -1.50433)
C (-2.65195, -0.45628, 0.20461)
C (-2.42802, 0.90524, 0.54613)
C (-3.33594, -0.48430, -1.04550)
C (-2.79393, 3.18216, -0.60141)
H (-2.80759, 3.53868, -1.63720)
H (-1.87780, 3.55037, -0.12298)
H (-3.64594, 3.64222, -0.08031)
C (-1.95668, 1.42914, 1.83619)
H (-0.89245, 1.68801, 1.78686)
H (-2.07132, 0.68139, 2.62836)
H (-2.52595, 2.32665, 2.11438)
C (-2.35066, -1.60778, 1.07024)
H (-3.00856, -1.58416, 1.95750)
H (-1.30994, -1.60375, 1.42997)
H (-2.52464, -2.55671, 0.55036)
C (-3.91364, -1.67252, -1.70091)
H (-4.91064, -1.43061, -2.09533)
H (-4.02280, -2.48813, -0.97545)
H (-3.30484, -2.04222, -2.53957)
C (-4.21004, 1.31465, -2.69204)
H (-5.12399, 1.85521, -2.39460)
H (-4.51849, 0.46826, -3.31624)
H (-3.61661, 2.00778, -3.30522)
C (1.64255, -0.02721, -2.14374)
C (0.40347, 0.71423, -2.02084)
C (-0.23780, 1.33121, -3.25073)
C (-1.01018, 0.31015, -4.15396)
C (-0.86667, -1.15117, -3.75328)
C (0.40325, -1.83081, -3.91645)
C (1.59277, -1.07575, -4.51065)
C (2.32666, -0.13132, -3.50094)
H (0.50202, 1.87722, -3.85947)
H (-0.70419, 0.47248, -5.19977)
H (-0.95037, 2.11373, -2.91985)
H (2.47059, 0.85962, -3.96787)
H (2.31371, -0.03907, -1.27899)
H (0.21932, 1.25045, -1.08473)
H (3.33950, -0.53031, -3.33992)
H (2.32248, -1.81997, -4.86601)
H (0.39194, -2.90375, -4.15104)
H (1.30638, -0.49799, -5.40332)
H (-2.07748, 0.57691, -4.12522)
H (-1.78331, -1.73912, -3.87776)
P (2.30973, 2.82043, -0.08140)
C (2.23997, 3.55488, 1.60580)
H (2.63080, 4.58119, 1.61103)
H (2.80678, 2.92516, 2.30476)
H (1.18439, 3.55628, 1.91151)
C (3.91083, 1.92482, 0.08227)
H (4.72496, 2.64096, 0.25363)
H (4.09101, 1.37759, -0.85158)
H (3.85414, 1.20194, 0.90915)
C (2.86694, 4.31157, -1.01243)
H (3.14390, 4.00399, -2.02680)
H (3.71139, 4.79434, -0.51122)
H (2.01822, 5.00222, -1.07080)
P (1.12703, -3.76376, -0.86533)
C (-0.00589, -5.06724, -1.45834)
H (0.56775, -5.86461, -1.94482)
H (-0.71449, -4.63342, -2.17853)
H (-0.55750, -5.48613, -0.60886)
C (2.57187, -4.12552, -1.93410)
H (2.30954, -3.98786, -2.99124)
H (2.88316, -5.16197, -1.76655)
H (3.39711, -3.45203, -1.67473)
C (1.66469, -4.35715, 0.77084)
H (2.21013, -5.30653, 0.66501)
H (0.76753, -4.50088, 1.39257)
H (2.30104, -3.57983, 1.22274)
C (-0.78273, 1.03488, 7.76815)
C (-0.23196, 0.70590, 6.41360)
C (-0.25655, -0.60741, 5.93533)
C (0.32817, -0.93234, 4.71437)
C (0.91021, 0.07208, 3.93480)
C (0.96033, 1.38856, 4.41258)
C (0.36762, 1.70200, 5.63143)
S (1.53209, -0.31986, 2.29855)
O (2.98294, -0.33162, 2.40716)
O (0.89708, -1.59967, 1.98023)
O (1.01541, 0.79600, 1.47309)
H (-1.72753, 0.51266, 7.94752)
H (-0.08536, 0.73158, 8.55888)
H (-0.94663, 2.11121, 7.86535)
H (-0.73310, -1.38462, 6.53365)
H (0.33225, -1.95774, 4.35452)
H (1.45826, 2.16201, 3.83664)
H (0.37550, 2.73046, 5.99731)

=====

Record 2
ORCA calculation (ωB97M-V/def2-TZVPD) on a structure of composition C31H52HgNOSi4 at a distorted geometry.

Frontier orbital gap (eV): 5.9
Net charge: -1
HOMO level (eV): -3.6
E_tot (hartree): -2653.9023

Geometry (Å):
C (-0.31555, 1.98475, 1.80696)
C (-1.47788, 2.50806, 1.19392)
C (-2.46472, 1.48325, 1.14136)
H (-1.58229, 3.51469, 0.78445)
C (-1.91362, 0.31961, 1.71309)
C (-0.57580, 0.60670, 2.11344)
H (-2.42093, -0.63908, 1.84766)
C (1.04435, 1.12422, -2.25036)
C (0.41175, 2.38386, -2.04686)
C (-0.96939, 2.23606, -2.33171)
H (0.91108, 3.30160, -1.73856)
C (-1.21604, 0.89503, -2.69059)
C (0.01711, 0.17237, -2.59611)
H (-3.48471, 1.61224, 0.76080)
H (0.08549, -0.03743, 2.69265)
H (0.62566, 2.52409, 1.97990)
H (0.16589, -0.83443, -2.96685)
H (-1.73806, 3.01533, -2.26927)
H (2.11104, 0.95038, -2.27801)
Hg (0.48773, -0.42544, -0.28486)
C (-2.49862, 0.29609, -3.18297)
C (-2.21216, -0.43488, -4.50918)
C (-3.57325, 1.38257, -3.40368)
H (-1.77077, 0.28428, -5.21337)
H (-3.15296, -0.83074, -4.90160)
H (-1.51587, -1.26880, -4.34723)
H (-3.18732, 2.12594, -4.11802)
H (-3.84249, 1.88743, -2.45933)
H (-4.46996, 0.90591, -3.82535)
C (-2.97456, -0.70809, -2.09322)
C (-4.23562, -1.50126, -2.44539)
H (-3.15110, -0.15955, -1.14848)
H (-2.19269, -1.46675, -1.88583)
O (-4.65189, -1.68203, -3.59143)
N (-4.93049, -2.03574, -1.38956)
C (-4.67750, -1.89424, 0.04477)
H (-5.67960, -2.66518, -1.65828)
C (-5.30669, -0.66176, 0.64606)
C (-5.20514, -0.45002, 2.02150)
H (-4.69986, -1.19976, 2.62623)
C (-5.73184, 0.70011, 2.60431)
H (-5.61865, 0.86503, 3.67590)
C (-6.40607, 1.63785, 1.81253)
H (-6.83478, 2.53505, 2.26641)
C (-6.53779, 1.41630, 0.43771)
H (-7.06618, 2.12886, -0.19930)
C (-5.99505, 0.26312, -0.14264)
H (-6.11809, 0.07024, -1.20881)
H (-3.59219, -1.89771, 0.22811)
H (-5.06581, -2.79630, 0.53800)
C (3.50204, -1.86872, -2.18402)
Si (4.32870, -0.65478, -1.00758)
C (5.94138, -1.36371, -0.35324)
C (4.75059, 0.96397, -1.88405)
Si (2.77888, -0.32755, 0.73187)
Si (2.37191, -2.30773, 1.92319)
C (3.96739, -3.28759, 1.82706)
C (1.93763, -1.99207, 3.72369)
C (0.98673, -3.32720, 1.13263)
Si (3.58816, 1.51758, 1.94064)
C (5.42812, 1.18952, 2.19876)
C (3.37657, 3.12561, 0.97777)
C (2.79579, 1.70701, 3.63881)
H (4.22802, -2.13888, -2.96838)
H (2.61828, -1.43191, -2.67425)
H (3.19272, -2.78984, -1.66604)
H (6.63666, -1.42717, -1.20559)
H (6.40489, -0.72564, 0.40877)
H (5.82686, -2.36944, 0.06575)
H (3.90929, 1.43877, -2.40341)
H (5.16992, 1.69639, -1.17994)
H (5.51496, 0.73180, -2.64466)
H (4.83052, -2.69425, 2.15525)
H (3.88746, -4.16822, 2.48285)
H (4.16913, -3.62927, 0.80391)
H (0.96087, -1.50843, 3.84603)
H (1.90297, -2.96378, 4.24610)
H (2.69255, -1.37005, 4.21981)
H (0.00785, -2.83249, 1.23217)
H (1.17888, -3.49405, 0.06342)
H (0.91781, -4.31268, 1.61837)
H (5.99897, 1.26398, 1.26482)
H (5.83611, 1.92305, 2.91139)
H (5.60935, 0.19203, 2.61999)
H (2.31461, 3.38454, 0.86538)
H (3.86665, 3.95114, 1.52129)
H (3.82752, 3.07725, -0.02144)
H (1.72917, 1.95796, 3.59555)
H (2.90620, 0.79777, 4.24152)
H (3.30177, 2.52529, 4.17693)

=====

- The lowest E_tot belongs to which entry?
  C31H52AlO3P2S

=====

- Among the records above, which one has the highest E_tot?
  C31H52HgNOSi4

=====

- What is the net charge in the second record?
  -1

=====

- Among the records above, which one has the lowest net charge?
  C31H52HgNOSi4